# C20H46OP4SY

A molecular structure, C20H46OP4SY (the ωB97M-V functional and the def2-TZVPD basis, OMol25).

Calculated values
Strongest force on any atom in eV/Å: 2.7
Frontier orbital gap in eV: 5.17
M in g/mol: 547.456
Charge: +3

Element x y z (Å)
H 1.9610 2.9529 -2.7781
H -3.1566 -3.8115 1.8697
H 2.3008 -2.9155 -4.4514
H 3.4828 0.9532 4.3917
H 0.3473 2.1693 -2.7113
H 3.1402 1.2290 2.6538
C 2.6892 1.1307 3.6508
P -1.9878 2.0669 0.7810
C 0.8279 -2.4743 0.1482
H -0.6543 -0.3304 4.6905
H -3.6396 3.1505 2.2010
H 0.6198 3.6994 -1.8344
C 2.3431 -1.7539 4.0388
C 2.2413 -2.9866 -6.6017
H 3.0680 -1.9826 3.2455
H -1.5567 -3.7138 1.0841
C -0.2274 -2.4670 -0.7330
H -2.8090 -0.0615 3.6664
H 2.8774 -0.0420 -1.6319
S 1.1124 -0.4307 -3.6931
H -3.8966 -1.4775 3.6585
H 3.1609 3.7438 -0.2719
H -3.7808 3.1654 -0.4760
H 0.7840 -3.0166 1.0980
H 2.9396 2.7558 1.2038
H 2.0221 -2.7868 -8.7490
H 0.5743 -0.7738 -8.5825
H -1.9792 4.4653 1.1859
H 1.6086 -2.5677 4.1152
P -2.4122 -1.4926 1.7146
H 1.6691 3.8863 0.7067
H -4.4814 -0.4294 0.9239
C -4.0725 -1.4479 0.9351
O 0.8330 -0.2982 2.2793
Y -0.1253 -0.1711 0.3802
H 0.6619 -0.2330 5.8957
H 2.8283 -3.9027 -6.6483
C 1.9628 -2.4251 -5.3573
H -1.6745 -3.5148 2.8358
C -1.2256 3.7296 0.8784
H 0.1781 1.2252 4.9832
C 1.0855 2.7533 -2.1408
C -3.1482 2.1692 2.1936
P 1.6430 1.8386 -0.6409
H -3.7875 1.3932 -0.7107
H 2.1554 2.0573 3.9107
H -2.5721 2.4022 -1.5493
C -2.8692 -1.1364 3.4606
H -2.1840 -1.6735 4.1285
H 1.8377 -2.1336 -0.1340
H -0.1161 -2.2193 -1.7938
H -0.0282 -1.0019 -3.1740
H -4.7453 -2.1135 1.4940
C 2.4279 3.1864 0.3331
H 0.0327 0.1925 -6.3382
H -3.9942 -1.8041 -0.0991
C 0.9724 -1.2321 -7.6758
H -0.8043 4.0302 -0.0878
H 2.8772 -1.6710 4.9964
C -2.1800 -3.3098 1.8850
C 0.6831 -0.6729 -6.4275
H -3.9178 1.3913 2.1372
H -1.1790 -2.9527 -0.5021
C 1.7802 -2.3710 -7.7696
H -2.5890 2.0603 3.1303
H 3.6198 1.5341 -2.0358
C 3.1378 0.9513 -1.2384
H -0.4283 3.7187 1.6314
C 0.3076 0.1374 4.9248
H 3.8279 0.8228 -0.3948
C -3.1483 2.2806 -0.6240
P 1.5162 -0.2171 3.6670
C 1.2329 -1.2272 -5.2520

For each atom in turn, the Löwdin charge in e is: H 0.070; H 0.076; H 0.095; H 0.090; H 0.007; H 0.046; C -0.137; P 0.723; C -0.095; H 0.031; H 0.073; H 0.044; C -0.144; C -0.058; H 0.078; H 0.013; C -0.117; H 0.015; H -0.018; S 0.807; H 0.079; H 0.084; H 0.076; H 0.092; H 0.022; H 0.123; H 0.121; H 0.071; H 0.075; P 0.759; H 0.035; H 0.032; C -0.255; O -0.548; Y 1.182; H 0.092; H 0.118; C -0.116; H 0.058; C -0.263; H 0.075; C -0.269; C -0.262; P 0.721; H 0.041; H 0.076; H 0.047; C -0.252; H 0.041; H 0.098; H 0.036; H -0.141; H 0.070; C -0.239; H 0.104; H 0.056; C -0.053; H 0.036; H 0.089; C -0.242; C -0.093; H 0.036; H 0.057; C -0.041; H 0.042; H 0.072; C -0.284; H 0.039; C -0.129; H 0.052; C -0.251; P 0.651; C -0.619